{
  "formula": "C17H6Cl5F2NNi",
  "method": "ωB97M-V/def2-TZVPD",
  "largest_force_ha_per_bohr": 0.015,
  "spin_multiplicity": 3,
  "homo_lumo_gap_ev": [8.56, 8.24],
  "symbols": ["Ni", "Cl", "C", "C", "C", "Cl", "C", "Cl", "C", "Cl", "C", "Cl", "F", "C", "C", "C", "C", "C", "F", "C", "C", "C", "C", "C", "C", "N", "H", "H", "H", "H", "H", "H"],
  "xyz": [[-0.56, -1.03, -0.33], [-0.57, -3.25, -1.60], [1.07, -2.53, -1.88], [1.19, -1.30, -1.29], [2.42, -0.68, -1.48], [2.65, 0.89, -0.77], [3.44, -1.28, -2.20], [4.95, -0.49, -2.41], [3.24, -2.55, -2.77], [4.50, -3.31, -3.66], [2.02, -3.21, -2.61], [1.73, -4.76, -3.29], [0.06, -1.49, 5.00], [-0.33, -0.77, 3.93], [-0.24, -1.33, 2.67], [-0.64, -0.59, 1.57], [-1.13, 0.72, 1.75], [-1.19, 1.23, 3.05], [-1.65, 2.48, 3.28], [-0.80, 0.51, 4.16], [-1.52, 1.48, 0.54], [-2.01, 2.79, 0.50], [-2.30, 3.38, -0.72], [-2.10, 2.67, -1.89], [-1.63, 1.38, -1.79], [-1.35, 0.81, -0.62], [0.14, -2.33, 2.58], [-0.85, 0.93, 5.15], [-2.15, 3.34, 1.42], [-2.67, 4.39, -0.74], [-2.31, 3.10, -2.86], [-1.45, 0.77, -2.67]]
}